Entry 1:
{"formula": "C13H28N2O3P2S3Sb", "method": "the ωB97M-V functional and the def2-TZVPD basis", "total_energy_ev": -80678.8295, "charge": -1, "homo_lumo_gap_ev": 5.36, "homo_ev": -4.057, "species": ["C", "C", "C", "O", "Sb", "C", "C", "C", "S", "C", "S", "N", "C", "C", "N", "C", "P", "C", "C", "C", "P", "O", "O", "S", "H", "H", "H", "H", "H", "H", "H", "H", "H", "H", "H", "H", "H", "H", "H", "H", "H", "H", "H", "H", "H", "H", "H", "H", "H", "H", "H", "H"], "coordinates": [[5.284777, 2.591505, 1.185445], [3.869436, 2.033679, 1.446553], [3.321765, 1.290137, 0.213936], [2.578720, 0.164919, 0.606802], [0.910596, -0.265919, -0.512603], [-0.239983, -0.684979, 1.334721], [-1.650072, -1.197786, 1.034020], [-2.582214, -0.150503, 0.454776], [-2.830961, 1.217231, 1.640621], [-3.463153, 2.512701, 0.578157], [-2.504245, 3.689454, 0.062390], [-4.836420, 2.493307, 0.318854], [-5.647293, 3.605355, 0.145704], [-6.906328, 3.131767, -0.058686], [-6.908935, 1.742140, -0.037437], [-5.667696, 1.408024, 0.200505], [1.865293, -2.631898, -0.713741], [2.447277, -3.064293, 0.991487], [0.376264, -3.682855, -1.136452], [-0.287471, -4.485736, 0.001483], [2.036346, 0.299126, -2.781216], [3.583022, -0.116946, -2.926483], [1.347935, -0.710043, -3.869829], [1.704418, 2.150226, -3.340137], [6.046126, 1.930931, 1.584878], [5.406985, 3.584998, 1.610249], [5.475752, 2.692297, 0.120173], [3.928710, 1.331350, 2.268515], [3.220111, 2.867082, 1.694890], [2.719958, 2.002125, -0.357498], [4.186786, 0.954242, -0.362674], [-0.495981, -0.736945, -1.502621], [0.419012, 1.400394, -0.425380], [-0.324216, 0.255603, 1.873709], [0.278213, -1.415682, 1.945672], [-2.113091, -1.691567, 1.889009], [-1.568060, -1.955638, 0.251215], [-2.187673, 0.260700, -0.467276], [-3.532554, -0.631821, 0.251987], [-5.282922, 4.610245, 0.191379], [-7.806250, 3.687642, -0.230202], [-5.377685, 0.378839, 0.270216], [2.057793, -4.005645, 1.370802], [2.265655, -2.271391, 1.708437], [3.525119, -3.172300, 0.927783], [-0.346524, -3.005452, -1.585083], [0.681819, -4.360959, -1.926729], [-0.187986, -5.551660, -0.174910], [-1.357721, -4.284329, -0.001589], [0.063247, -4.206883, 0.986696], [4.100530, 0.679570, -3.084859], [0.403767, -0.684356, -3.665661]], "forces_ev_per_a": [[-0.38, 0.12, -0.07], [0.66, 0.18, -0.60], [0.16, -0.27, 0.96], [-0.27, 0.08, -0.21], [-0.72, -0.29, 1.36], [-0.48, 0.03, -0.22], [0.63, -0.01, -0.34], [-0.23, -0.05, 0.12], [-0.22, -0.10, 0.02], [0.31, -0.32, 0.19], [0.10, 0.33, -0.11], [-0.42, 0.11, 0.02], [-0.59, -0.03, -0.25], [0.60, -0.39, 0.03], [0.49, 0.38, 0.07], [-0.95, -0.21, -0.01], [0.63, 0.00, -0.80], [0.01, 0.02, 0.02], [0.07, -0.10, 0.75], [-0.52, 0.37, -0.60], [-0.53, 0.69, -0.40], [0.28, -0.30, -0.09], [0.26, -0.27, 0.24], [0.24, 0.14, 0.04], [0.20, -0.07, 0.09], [0.15, 0.04, 0.20], [-0.01, 0.03, -0.21], [-0.28, -0.09, 0.25], [-0.30, -0.07, 0.26], [0.03, -0.01, -0.37], [0.05, 0.06, -0.37], [0.01, 0.00, -0.26], [0.23, -0.02, -0.22], [0.31, 0.10, 0.20], [0.23, -0.01, 0.11], [-0.11, 0.04, 0.19], [-0.13, -0.19, -0.03], [0.15, 0.12, -0.11], [-0.24, 0.05, -0.13], [0.27, 0.06, 0.03], [-0.15, 0.13, 0.01], [0.48, -0.02, 0.12], [-0.14, -0.08, 0.00], [-0.17, 0.10, 0.12], [0.18, -0.02, -0.04], [-0.10, 0.16, -0.11], [0.10, -0.07, -0.13], [0.22, -0.20, 0.27], [-0.17, -0.05, 0.06], [0.17, -0.13, 0.16], [0.02, 0.12, -0.10], [-0.12, -0.14, -0.14]], "nbo_charge": [-0.6089, -0.4159, -0.0673, -0.9069, 1.2125, -0.8015, -0.4262, -0.4989, 0.2167, -0.1160, 0.1229, -0.4353, -0.0844, -0.0952, -0.4485, 0.1967, 0.3156, -0.9318, -0.7048, -0.6193, 1.3602, -0.9982, -0.9983, -0.7442, 0.1968, 0.1951, 0.1986, 0.2048, 0.1904, 0.1787, 0.1447, -0.2975, -0.1776, 0.2155, 0.2116, 0.1936, 0.2165, 0.2394, 0.1973, 0.2345, 0.2056, 0.2092, 0.2103, 0.2339, 0.2271, 0.2253, 0.2149, 0.2006, 0.2003, 0.2057, 0.5045, 0.4971]}

---

Entry 2:
{"formula": "C13H28NO5S", "method": "the ωB97M-V functional and the def2-TZVPD basis", "total_energy_ev": -36490.7548, "charge": 1, "homo_lumo_gap_ev": 9.10, "homo_ev": -11.954, "de_lowest_kj_mol": 0.0, "species": ["C", "O", "C", "C", "C", "C", "C", "C", "C", "C", "C", "C", "N", "H", "H", "H", "H", "H", "H", "H", "H", "H", "H", "H", "H", "H", "H", "H", "H", "H", "H", "H", "H", "H", "H", "H", "H", "C", "C", "O", "S", "O", "O", "O", "H", "H", "H", "H"], "coordinates": [[5.237473, -1.756841, 1.049328], [5.325046, -0.345656, 1.114688], [4.089479, 0.328614, 1.064468], [3.442643, 0.306491, -0.330534], [2.857359, 1.644888, -0.808409], [1.934558, 2.424914, 0.145535], [0.477584, 1.944103, 0.178483], [0.268277, 0.694384, 1.048670], [-0.890303, -0.216947, 0.645165], [-0.923304, -0.752484, -0.779826], [-0.054718, -2.030915, -0.795393], [0.189606, -2.396023, 0.671674], [-0.748600, -1.509731, 1.454095], [5.503605, -2.195392, 2.014287], [4.226616, -2.085926, 0.782189], [5.924365, -2.132117, 0.289710], [3.413650, -0.090249, 1.828643], [4.309196, 1.354779, 1.363243], [2.680650, -0.476925, -0.400485], [4.231530, 0.009142, -1.024080], [3.688677, 2.291280, -1.095117], [2.295966, 1.461910, -1.731120], [1.934390, 3.467820, -0.173507], [2.332765, 2.433712, 1.164989], [0.138030, 1.776636, -0.845953], [-0.158327, 2.738284, 0.571377], [1.188752, 0.111616, 1.089114], [0.070401, 1.029344, 2.071809], [-1.832250, 0.223925, 0.964871], [-0.570269, -0.001251, -1.479756], [-1.947351, -0.993852, -1.061693], [0.900803, -1.878827, -1.293296], [-0.572504, -2.836020, -1.311508], [-0.008176, -3.435870, 0.919048], [1.191931, -2.143370, 1.011327], [-0.391970, -1.312483, 2.388672], [-1.660214, -1.953325, 1.565217], [-5.705344, -0.436412, -1.486699], [-6.094022, 0.993318, -1.802985], [-5.568039, 1.729979, -0.676057], [-4.210526, 1.100546, -0.187960], [-3.078892, 1.745217, -0.757451], [-4.267435, 0.915550, 1.219386], [-4.377493, -0.308334, -0.925803], [-6.360819, -0.883901, -0.740534], [-5.634285, -1.070032, -2.365485], [-7.166878, 1.155428, -1.824024], [-5.631633, 1.361003, -2.718312]], "forces_ev_per_a": [[-0.11, -0.02, -0.02], [0.04, -0.03, -0.07], [-0.06, 0.04, 0.05], [-0.05, -0.02, 0.03], [-0.10, -0.02, 0.03], [-0.05, -0.12, 0.04], [-0.01, -0.01, 0.04], [0.00, 0.03, -0.02], [-0.08, 0.04, 0.28], [0.09, -0.06, -0.04], [0.01, 0.05, 0.08], [0.05, -0.01, 0.13], [-0.03, 0.05, -0.06], [-0.01, 0.01, 0.00], [0.04, -0.02, 0.00], [0.01, 0.03, 0.03], [-0.02, 0.08, -0.03], [0.02, 0.00, -0.04], [-0.01, -0.06, 0.06], [-0.03, 0.04, -0.07], [0.03, 0.03, 0.11], [0.09, 0.04, -0.04], [-0.03, 0.00, -0.03], [0.05, 0.00, -0.01], [0.03, -0.04, 0.01], [-0.03, 0.01, -0.04], [0.11, -0.06, -0.13], [0.09, -0.07, 0.05], [-0.01, 0.07, -0.15], [-0.02, -0.02, -0.02], [0.00, 0.04, 0.02], [-0.03, 0.03, -0.03], [0.05, -0.01, -0.03], [-0.02, 0.02, 0.03], [0.02, -0.04, -0.09], [-0.02, -0.01, 0.03], [0.00, 0.02, -0.05], [0.01, -0.06, 0.02], [-0.03, 0.03, -0.05], [0.02, 0.12, 0.03], [-0.10, -0.20, -0.06], [0.03, 0.03, -0.05], [0.07, -0.01, 0.08], [-0.04, 0.01, -0.05], [-0.01, 0.00, 0.00], [0.02, 0.00, 0.00], [0.01, 0.03, 0.03], [0.01, 0.00, 0.00]], "nbo_charge": [-0.2522, -0.5344, -0.0590, -0.4397, -0.3980, -0.4003, -0.3996, -0.4302, -0.0179, -0.4412, -0.4332, -0.2256, -0.5070, 0.1854, 0.1492, 0.1956, 0.1446, 0.1975, 0.1663, 0.2359, 0.2214, 0.2006, 0.2273, 0.1999, 0.2037, 0.2268, 0.2030, 0.2213, 0.2448, 0.2545, 0.2388, 0.2416, 0.2358, 0.2365, 0.2259, 0.4385, 0.4326, -0.0987, -0.1022, -0.6754, 2.5551, -0.9124, -0.9083, -0.7132, 0.2048, 0.2223, 0.2314, 0.2072]}

---

Number 1: lowest unoccupied orbital energy 1.306 eV. Number 2: lowest unoccupied orbital energy -2.854 eV.